DFT (ωB97M-V/def2-TZVPD) results for a single C4H7ClN2 molecule.

Geometry (Å):
C1 0.365 -1.941 -0.535
C2 -0.257 0.813 -1.278
C3 0.747 0.763 1.193
C4 -0.350 0.495 0.271
N1 0.796 -2.819 -1.158
N2 -0.267 -1.227 0.404
Cl1 -1.705 -2.089 0.750
H1 0.807 0.675 -1.558
H2 -0.912 0.262 -1.827
H3 -0.612 1.780 -1.449
H4 1.800 0.715 1.008
H5 0.406 0.080 2.086
H6 0.515 1.750 1.598
H7 -1.335 0.742 0.494

Calculated values
**Lowest unoccupied orbital energy**: 0.017 Eh
**Frontier orbital gap**: 9.9 eV



DFT (ωB97M-V/def2-TZVPD) results for a molecular structure, C13H28CuO11.

Geometry (Å):
Cu1 -6.603 17.957 1.173
C1 -8.961 16.913 -0.713
C2 -8.015 15.702 -0.514
O1 -7.101 15.823 0.471
H1 -9.756 16.658 -1.434
H2 -8.355 17.715 -1.153
H3 -9.467 17.266 0.186
H4 -7.556 15.591 -1.529
H5 -8.671 14.806 -0.410
C3 -4.171 17.089 4.887
C4 -4.464 17.632 3.475
O2 -5.283 16.824 2.743
H6 -3.661 17.915 5.415
H7 -3.359 16.361 4.809
H8 -5.070 16.749 5.387
H9 -3.493 17.859 2.959
H10 -4.898 18.657 3.580
C5 -5.813 21.204 3.778
O3 -6.296 22.134 2.804
C6 -6.691 21.610 1.657
O4 -6.831 20.446 1.391
O5 -6.954 22.617 0.818
C7 -7.546 22.258 -0.419
H11 -6.481 20.361 3.938
H12 -5.804 21.772 4.705
H13 -4.833 20.823 3.509
H14 -7.445 21.188 -0.591
H15 -7.022 22.752 -1.238
H16 -8.593 22.552 -0.476
C8 -5.621 19.827 -3.266
O6 -4.576 20.176 -2.374
C9 -4.649 19.604 -1.158
O7 -5.402 18.712 -0.893
O8 -3.660 20.063 -0.408
C10 -3.561 19.460 0.897
H17 -6.624 20.027 -2.894
H18 -5.582 18.767 -3.526
H19 -5.418 20.388 -4.176
H20 -3.062 18.502 0.788
H21 -4.515 19.364 1.409
H22 -2.942 20.139 1.483
C11 -8.135 18.228 4.601
O9 -8.878 19.366 4.158
C12 -9.194 19.345 2.870
O10 -8.836 18.504 2.098
O11 -9.972 20.389 2.588
C13 -10.532 20.423 1.278
H23 -7.920 18.358 5.658
H24 -7.186 18.100 4.067
H25 -8.677 17.299 4.420
H26 -10.941 21.429 1.201
H27 -11.241 19.622 1.097
H28 -9.719 20.412 0.547

Calculated values
**Charge**: -1
**Lowest unoccupied orbital energy**: 0.092 Eh
**Frontier orbital gap**: 5.4 eV



DFT (ωB97M-V/def2-TZVPD) results for a molecular structure, C21H36N5O4PSn.

Geometry (Å):
Sn1 -1.529 0.920 -0.768
O1 -1.318 3.053 0.277
N1 -2.271 3.589 0.861
N2 -3.427 2.991 0.712
O2 -3.543 1.899 0.043
C1 -4.536 3.538 1.351
C2 -5.743 2.814 1.344
C3 -6.854 3.378 1.915
C4 -6.782 4.659 2.485
C5 -5.573 5.365 2.505
C6 -4.444 4.812 1.958
H1 -5.781 1.836 0.889
H2 -7.784 2.827 1.930
H3 -7.668 5.101 2.919
H4 -5.525 6.343 2.962
H5 -3.500 5.336 1.976
C7 -0.731 2.121 -4.769
C8 -0.619 0.679 -4.241
C9 -1.648 -0.277 -4.833
O3 -0.554 0.614 -2.878
H6 -0.575 2.138 -5.845
H7 0.005 2.766 -4.291
H8 -1.730 2.499 -4.547
H9 0.384 0.354 -4.604
H10 -2.649 0.137 -4.695
H11 -1.594 -1.233 -4.313
H12 -1.483 -0.438 -5.896
O4 0.029 -0.455 0.595
P1 1.295 -1.264 0.608
N3 2.263 -0.753 1.830
C10 1.926 0.308 2.784
C11 3.291 0.714 3.327
C12 4.023 -0.630 3.416
C13 3.525 -1.409 2.190
N4 2.246 -1.119 -0.768
C14 2.858 0.203 -0.972
C15 3.273 0.231 -2.456
C16 2.740 -1.086 -3.048
C17 1.698 -1.543 -2.039
N5 0.964 -2.871 0.677
C18 -0.090 -3.330 1.601
C19 0.046 -4.850 1.577
C20 1.553 -5.048 1.384
C21 1.890 -3.970 0.359
H13 1.303 -0.086 3.595
H14 1.379 1.111 2.291
H15 3.216 1.208 4.293
H16 3.798 1.383 2.630
H17 3.737 -1.147 4.332
H18 5.105 -0.526 3.412
H19 3.371 -2.466 2.422
H20 4.231 -1.355 1.355
H21 3.701 0.340 -0.296
H22 2.121 0.995 -0.763
H23 4.353 0.293 -2.563
H24 2.839 1.099 -2.952
H25 3.533 -1.829 -3.115
H26 2.326 -0.962 -4.047
H27 1.497 -2.614 -2.047
H28 0.744 -0.997 -2.243
H29 -1.065 -2.969 1.275
H30 0.089 -2.948 2.613
H31 -0.498 -5.269 0.728
H32 -0.330 -5.307 2.489
H33 1.810 -6.042 1.027
H34 2.078 -4.871 2.325
H35 1.675 -4.345 -0.648
H36 2.930 -3.643 0.376

Calculated values
**Charge**: +2
**Lowest unoccupied orbital energy (spin up / spin down)**: -0.360 / -0.324 Eh
**Frontier orbital gap (spin up / spin down)**: 3.6 / 4.6 eV



DFT (ωB97M-V/def2-TZVPD) results for a single C6H13N molecule.

Geometry (Å):
C1 1.404 2.091 -0.607
C2 -0.122 1.643 -0.452
C3 -0.276 0.797 0.823
C4 -0.397 -0.628 0.496
C5 0.697 -1.381 0.210
N1 0.640 -2.725 -0.271
C6 -1.764 -1.258 0.543
H1 1.993 2.373 0.259
H2 1.827 1.317 -1.194
H3 1.218 3.035 -1.244
H4 -0.305 1.129 -1.345
H5 -0.700 2.460 -0.688
H6 0.473 1.001 1.635
H7 -0.972 1.206 1.650
H8 1.666 -0.949 0.184
H9 -0.220 -2.973 -0.762
H10 1.334 -2.901 -1.005
H11 -1.699 -2.398 0.450
H12 -2.503 -0.798 -0.138
H13 -2.294 -1.042 1.456

Calculated values
**Lowest unoccupied orbital energy**: 0.038 Eh
**Frontier orbital gap**: 8.9 eV



DFT (ωB97M-V/def2-TZVPD) results for a molecular structure, C40H43F11N2O6S2SeTi.

Geometry (Å):
Ti1 0.764 -0.823 0.349
C1 -1.429 -1.089 1.199
C2 -1.095 0.126 1.817
C3 0.053 -0.168 2.687
C4 0.326 -1.545 2.523
C5 -0.611 -2.143 1.640
C6 -0.987 -3.614 1.536
C7 -1.220 -4.072 0.098
C8 -2.317 -3.737 2.305
C9 0.032 -4.514 2.232
C10 0.684 0.590 3.860
C11 -0.064 0.062 5.104
C12 0.594 2.114 3.815
C13 2.169 0.262 4.058
C14 -2.134 1.269 1.735
C15 -2.842 1.337 3.106
C16 -1.660 2.668 1.324
C17 -3.237 0.894 0.723
H1 -2.216 -1.204 0.478
H2 1.112 -2.084 3.029
H3 -1.926 -3.416 -0.418
H4 -1.652 -5.075 0.104
H5 -0.299 -4.108 -0.475
H6 -3.111 -3.170 1.816
H7 -2.216 -3.370 3.330
H8 -2.624 -4.784 2.345
H9 1.011 -4.478 1.765
H10 -0.313 -5.548 2.187
H11 0.137 -4.249 3.287
H12 -1.145 0.166 5.015
H13 0.261 0.620 5.984
H14 0.160 -0.994 5.269
H15 -0.422 2.486 3.881
H16 1.053 2.508 2.909
H17 1.141 2.516 4.671
H18 2.400 -0.799 3.959
H19 2.444 0.562 5.071
H20 2.801 0.826 3.376
H21 -2.216 1.755 3.889
H22 -3.177 0.348 3.424
H23 -3.721 1.977 3.013
H24 -0.781 3.018 1.852
H25 -2.479 3.364 1.516
H26 -1.457 2.711 0.250
H27 -3.842 0.054 1.074
H28 -2.846 0.648 -0.267
H29 -3.904 1.750 0.605
F1 4.659 -2.723 1.091
C18 4.069 -3.854 0.726
F2 3.618 -4.476 1.814
F3 4.948 -4.632 0.112
S1 2.656 -3.515 -0.400
O1 1.827 -2.590 0.408
O2 2.072 -4.784 -0.647
N1 3.363 -2.854 -1.601
S2 3.080 -1.418 -2.143
O3 2.336 -0.601 -1.187
O4 2.690 -1.351 -3.503
C19 4.783 -0.706 -2.105
F4 5.381 -0.969 -0.943
F5 5.505 -1.223 -3.084
F6 4.713 0.615 -2.262
F7 7.079 1.949 1.232
C20 5.778 1.882 0.965
C21 5.148 2.920 0.300
F8 5.850 3.990 -0.065
C22 3.793 2.845 0.025
F9 3.213 3.876 -0.593
C23 3.037 1.743 0.392
Se1 1.149 1.725 0.241
C24 3.706 0.720 1.035
F10 3.010 -0.393 1.390
C25 5.048 0.767 1.344
F11 5.642 -0.241 1.975
C26 -1.639 5.691 -3.153
C27 -2.397 4.401 -2.996
C28 -3.769 4.427 -2.780
C29 -4.490 3.250 -2.640
C30 -3.833 2.036 -2.677
C31 -2.455 1.993 -2.885
N2 -1.777 0.756 -2.803
C32 -2.075 -0.409 -3.484
C33 -3.066 -0.410 -4.474
C34 -3.342 -1.553 -5.198
C35 -2.641 -2.733 -4.979
C36 -1.651 -2.747 -4.017
C37 -1.370 -1.619 -3.246
C38 -0.316 -1.799 -2.215
O5 0.494 -2.704 -2.252
O6 -0.359 -0.950 -1.198
C39 -1.727 3.171 -3.081
C40 -0.258 3.132 -3.400
H30 -2.293 6.545 -2.983
H31 -1.217 5.787 -4.155
H32 -0.806 5.754 -2.450
H33 -4.278 5.382 -2.726
H34 -5.559 3.281 -2.475
H35 -4.371 1.110 -2.512
H36 -0.916 0.754 -2.286
H37 -3.597 0.506 -4.692
H38 -4.111 -1.515 -5.960
H39 -2.859 -3.622 -5.554
H40 -1.074 -3.642 -3.827
H41 0.038 2.168 -3.810
H42 0.367 3.315 -2.523
H43 -0.004 3.896 -4.136

Calculated values
**Lowest unoccupied orbital energy**: -0.043 Eh
**Frontier orbital gap**: 6.6 eV



DFT (ωB97M-V/def2-TZVPD) results for 3 unconnected molecules or ions with the total composition C3H7NO3S.

Geometry (Å):
C1 -3.473 0.598 0.602
C2 1.798 0.796 0.424
C3 2.543 -0.431 0.045
N1 1.297 1.605 -0.401
O1 -1.605 -2.647 -0.889
O2 -0.298 -0.553 -0.750
O3 -3.457 0.273 -0.527
S1 -1.481 -1.240 -1.193
H1 -3.379 -0.231 1.399
H2 -3.614 1.622 0.939
H3 1.537 0.978 1.456
H4 2.044 -1.270 -0.342
H5 2.921 -0.634 1.058
H6 3.495 -0.261 -0.500
H7 1.672 1.396 -1.323

Calculated values
**Lowest unoccupied orbital energy**: -0.024 Eh
**Frontier orbital gap**: 9.0 eV



Energy relative to the best compared isomer or geometry (same formula, charge and spin)
In order: 389.7; 61.6; 122.2; 193.8; 120.2; 228.4
Unit: kJ/mol
Calculated total energy
In order: -19760.694; -81095.478; -53103.804; -7920.825; -197470.064; -21689.607
Unit: eV